Formula: C58H52BrF9N
Source: the Open Molecules 2025 dataset
Level of theory: ωB97M-V/def2-TZVPD

As for the net charge: +1. Its HOMO energy is -10.16 eV. The lowest unoccupied orbital energy is -4.07 eV. As for the orbital gap: 0.2237 Ha.

Geometry as XYZ:
```
121
Properties=species:S:1:pos:R:3:forces:R:3
Br 6.305 4.834 -3.137 0.09 -0.06 0.03
C 5.143 6.200 -3.465 -0.17 -0.01 -0.07
N 3.889 6.012 -3.682 -0.06 0.16 0.01
C 3.153 7.297 -3.825 -0.02 0.05 0.23
C 4.123 8.237 -3.107 0.03 -0.11 0.29
C 5.475 7.656 -3.535 -0.13 -0.06 -0.35
H 3.421 5.105 -3.725 -0.01 -0.04 0.08
H 3.013 7.517 -4.885 0.03 -0.02 0.04
H 2.191 7.216 -3.326 -0.02 -0.07 -0.10
H 3.994 9.302 -3.281 -0.03 -0.10 -0.27
H 3.997 8.047 -2.037 0.04 0.22 -0.01
H 5.615 7.830 -4.614 0.22 0.16 0.11
H 6.371 7.970 -3.009 -0.10 -0.11 0.14
F 6.745 2.369 -9.944 0.00 0.00 0.01
C 6.959 2.551 -8.631 0.00 0.00 -0.01
C 7.102 1.443 -7.819 -0.01 -0.02 0.01
C 7.324 1.640 -6.465 -0.03 0.02 -0.01
C 7.396 2.927 -5.948 0.00 -0.03 -0.01
C 7.251 4.022 -6.788 -0.02 0.00 0.02
C 7.031 3.843 -8.146 -0.01 0.01 0.01
H 7.040 0.452 -8.249 0.01 0.01 -0.01
H 7.444 0.784 -5.814 0.01 0.00 0.00
H 7.576 3.071 -4.892 0.09 -0.07 -0.04
H 7.321 5.028 -6.391 0.03 0.00 -0.01
H 6.925 4.677 -8.825 0.00 -0.01 -0.01
F 2.053 3.876 -3.430 0.04 0.11 -0.14
C 1.041 3.924 -2.493 0.00 -0.06 0.09
C 0.965 2.889 -1.593 0.07 -0.12 0.08
C -0.037 2.933 -0.635 -0.06 0.13 -0.03
C -0.936 3.992 -0.612 0.02 0.02 0.03
C -0.831 5.015 -1.544 -0.02 -0.02 0.02
C 0.173 4.992 -2.505 0.01 0.02 -0.05
H 1.668 2.069 -1.637 0.00 0.00 0.01
H -0.114 2.139 0.095 0.04 0.02 0.00
H -1.726 4.012 0.125 0.00 -0.01 -0.02
H -1.540 5.833 -1.535 0.01 0.00 0.00
H 0.257 5.766 -3.256 -0.02 -0.02 -0.02
F -1.793 1.078 4.228 0.02 0.00 0.02
C -0.591 1.684 4.130 -0.02 -0.02 -0.02
C 0.449 1.240 4.922 0.05 0.00 0.11
C 1.680 1.874 4.814 0.00 -0.01 -0.10
C 1.858 2.918 3.914 -0.06 -0.11 0.02
C 0.794 3.331 3.126 0.04 0.06 -0.09
C -0.447 2.720 3.231 0.01 0.01 -0.10
H 0.292 0.418 5.608 -0.01 0.01 0.01
H 2.506 1.536 5.426 -0.01 0.01 0.02
H 2.825 3.392 3.818 -0.01 0.02 0.03
H 0.927 4.133 2.410 0.00 0.02 0.02
H -1.290 3.022 2.624 -0.02 0.01 0.03
F -3.341 2.052 0.362 0.00 0.01 0.00
C -3.389 0.855 -0.274 0.00 0.00 0.00
C -2.264 0.057 -0.261 0.06 -0.02 0.05
C -2.313 -1.171 -0.904 -0.02 -0.02 0.08
C -3.477 -1.580 -1.538 -0.01 -0.01 -0.07
C -4.594 -0.755 -1.536 0.02 0.02 -0.01
C -4.558 0.481 -0.902 -0.02 -0.02 0.03
H -1.373 0.384 0.257 -0.03 -0.02 0.04
H -1.445 -1.814 -0.894 -0.02 0.01 -0.01
H -3.513 -2.545 -2.025 0.00 0.01 -0.02
H -5.505 -1.075 -2.024 0.01 0.01 -0.01
H -5.418 1.137 -0.880 0.01 0.01 0.00
F -0.586 -2.543 -3.053 0.07 -0.04 -0.02
C -0.850 -2.813 -4.352 -0.04 0.02 0.01
C -0.717 -4.111 -4.800 0.01 -0.01 -0.01
C -0.999 -4.376 -6.133 0.00 0.00 -0.01
C -1.403 -3.356 -6.984 0.00 0.00 0.00
C -1.529 -2.061 -6.500 0.00 0.00 0.00
C -1.253 -1.777 -5.170 -0.01 0.01 -0.02
H -0.402 -4.888 -4.117 -0.01 0.00 0.01
H -0.905 -5.387 -6.506 0.00 0.00 0.00
H -1.623 -3.571 -8.021 0.00 0.00 0.00
H -1.848 -1.265 -7.160 -0.01 0.00 0.00
H -1.353 -0.780 -4.763 0.00 0.00 0.01
F 2.898 0.646 0.119 0.01 0.04 -0.04
C 3.702 -0.142 -0.632 -0.02 -0.01 0.01
C 4.146 0.333 -1.850 0.00 0.01 -0.01
C 4.962 -0.485 -2.620 0.01 0.00 0.00
C 5.319 -1.747 -2.166 0.00 0.00 0.00
C 4.856 -2.195 -0.936 0.00 0.00 -0.01
C 4.039 -1.391 -0.154 0.01 -0.02 0.01
H 3.852 1.319 -2.186 0.00 0.00 0.00
H 5.316 -0.134 -3.581 -0.01 0.00 -0.01
H 5.952 -2.381 -2.771 0.00 0.00 0.00
H 5.129 -3.180 -0.581 0.00 0.00 0.00
H 3.666 -1.718 0.807 -0.01 0.01 0.00
F -4.937 -5.608 -1.077 0.00 0.00 0.00
C -4.654 -5.302 0.209 0.02 0.00 0.00
C -4.188 -6.297 1.044 0.01 0.00 0.01
C -3.893 -5.968 2.360 0.01 -0.01 0.00
C -4.065 -4.668 2.817 0.00 0.00 0.01
C -4.536 -3.689 1.952 0.01 -0.01 0.00
C -4.836 -4.002 0.633 -0.01 0.04 0.04
H -4.064 -7.303 0.666 0.00 0.00 -0.01
H -3.526 -6.733 3.030 0.00 0.00 0.01
H -3.835 -4.420 3.845 -0.01 0.00 0.00
H -4.673 -2.674 2.302 0.00 0.00 0.00
H -5.201 -3.254 -0.056 -0.02 -0.02 0.00
F -1.564 -5.632 5.869 -0.01 -0.01 -0.01
C -1.627 -4.326 6.205 0.00 0.03 0.01
C -1.869 -3.989 7.521 -0.05 -0.03 0.06
C -1.938 -2.645 7.856 0.00 0.01 -0.01
C -1.767 -1.668 6.884 0.01 0.00 0.00
C -1.523 -2.038 5.568 -0.01 -0.01 -0.02
C -1.450 -3.379 5.217 0.04 0.02 -0.04
H -2.010 -4.765 8.261 0.00 0.00 -0.01
H -2.131 -2.365 8.884 -0.01 -0.01 0.00
H -1.829 -0.620 7.150 -0.01 0.00 -0.01
H -1.400 -1.280 4.807 -0.02 -0.01 -0.02
H -1.261 -3.692 4.199 -0.01 -0.01 0.00
F -4.243 -4.442 10.106 0.01 0.00 0.00
C -5.356 -4.410 9.339 0.04 0.01 -0.04
C -5.835 -3.185 8.921 0.00 0.02 0.00
C -6.972 -3.160 8.126 -0.01 -0.01 -0.01
C -7.606 -4.342 7.768 0.01 0.00 0.00
C -7.099 -5.558 8.205 -0.01 0.01 0.00
C -5.961 -5.602 8.998 0.01 -0.02 0.00
H -5.324 -2.279 9.214 0.01 -0.01 0.00
H -7.363 -2.210 7.785 0.00 0.00 0.01
H -8.493 -4.316 7.149 0.00 0.00 0.00
H -7.591 -6.482 7.930 0.00 0.00 0.00
H -5.545 -6.536 9.349 0.00 0.01 0.01
```
Positions in Å, forces in eV/Å.